Record 1
A cluster of 3 separate species, C29H26ClIN2O6 in total, computed with ωB97M-V/def2-TZVPD.

Output
**LUMO energy**: -0.0583 Ha
**Charge**: 0
**Structure (SMILES)**: [H]/N=C\CC1=CC(=O)c2cc(CCCI)c(Cl)c(CCN)c2C1=O.O=C1C=CC(=O)C=C1.O=C1C=CC(=O)C=C1
**Energy**: -66380.067 eV
**Orbital gap**: 7.4 eV
**E_HOMO**: -8.99 eV

CARTESIAN COORDINATES (ANGSTROEM)
N 4.03791 -0.55449 3.31017
C 5.05930 0.15460 3.07329
C 5.05629 1.67286 3.09874
C 3.97006 2.24041 2.21365
C 3.32709 3.38051 2.46945
C 2.25138 3.82978 1.54427
O 2.01404 4.99710 1.33087
C 1.48934 2.71600 0.90019
C 0.15032 2.86659 0.62142
C -0.56604 1.81036 0.05830
C -2.04550 2.00694 -0.19154
C -2.82979 2.31666 1.09931
C -3.49834 1.07477 1.69612
I -2.29863 0.16907 3.21889
C 0.11647 0.62930 -0.22417
Cl -0.77916 -0.70039 -0.90478
C 1.49014 0.44931 0.01548
C 2.15042 -0.85221 -0.33215
C 1.98638 -1.96981 0.73918
N 0.97874 -1.66912 1.76673
C 2.15909 1.52414 0.59752
C 3.60749 1.48597 0.95957
O 4.46991 0.94927 0.30330
H 3.23565 0.04841 3.52245
H 5.98922 -0.35603 2.82936
H 4.80086 1.94257 4.12758
H 6.02987 2.09431 2.85192
H 3.56414 3.97987 3.34157
H -0.33864 3.80623 0.84661
H -2.16332 2.84460 -0.88180
H -2.47366 1.11798 -0.64736
H -2.19287 2.77031 1.85766
H -3.61953 3.04297 0.88878
H -4.44115 1.31934 2.18028
H -3.71080 0.32156 0.94113
H 3.20807 -0.72287 -0.53486
H 1.70537 -1.18780 -1.26199
H 2.95893 -2.13668 1.20878
H 1.72413 -2.89100 0.21804
H 1.45682 -1.38246 2.61280
H 0.47221 -2.50742 2.02086
C 0.84630 0.25385 -4.60813
C 0.40868 0.61877 -5.81008
C 1.24902 0.44432 -7.02163
O 0.85209 0.77776 -8.11684
C 2.59638 -0.15472 -6.84102
C 3.03448 -0.52025 -5.63954
C 2.19302 -0.34495 -4.42983
O 2.58549 -0.67749 -3.33215
H 0.25250 0.36895 -3.70896
H -0.56927 1.05601 -5.96604
H 3.19018 -0.27214 -7.73850
H 4.01225 -0.95771 -5.48289
C -6.93081 -3.93417 0.60258
C -6.15583 -3.08399 -0.06449
C -4.92764 -2.51685 0.54743
O -4.22879 -1.73810 -0.06743
C -4.59234 -2.93433 1.93218
C -5.36937 -3.78601 2.59719
C -6.59817 -4.35336 1.98786
O -7.30300 -5.12970 2.59467
H -7.83102 -4.35956 0.17766
H -6.37697 -2.76388 -1.07479
H -3.69227 -2.51759 2.37002
H -5.14709 -4.10637 3.60713



Record 2
A cluster of 2 separate species, C4H7NO2 in total, computed with ωB97M-V/def2-TZVPD.

Output
**LUMO energy**: -0.0243 Ha
**Charge**: 0
**Energy**: -9841.797 eV
**Orbital gap**: 8.9 eV
**E_HOMO**: -9.56 eV

CARTESIAN COORDINATES (ANGSTROEM)
N -2.04506 1.07165 0.68064
C -1.94519 0.49518 -0.54235
O -2.77022 -0.22355 -1.06783
C 1.13303 0.78312 0.64185
C 1.61403 -0.54465 0.69550
C 1.33157 -1.08759 -0.69487
O 2.62845 -1.03773 -0.20562
H -2.80892 0.77603 1.27188
H -1.18015 1.37519 1.11472
H 1.72908 1.31686 -0.12247
H -0.99945 0.78302 -1.04717
H 1.38746 -1.22846 1.51227
H 1.10381 -0.42848 -1.53260
H 0.82156 -2.05060 -0.70394



Record 3
A cluster of 2 separate species, C4H12NO2 in total, computed with ωB97M-V/def2-TZVPD.

Output
**LUMO energy**: -0.1204 Ha
**Charge**: +1
**Energy**: -9920.808 eV
**Orbital gap**: 11.5 eV
**E_HOMO**: -14.83 eV

CARTESIAN COORDINATES (ANGSTROEM)
O 0.74745 -2.29348 1.25293
C -0.40259 -2.13131 1.53758
C -1.41763 -1.70380 0.50085
N -0.76128 -1.68126 -0.83326
H -0.78929 -2.28780 2.55620
H -2.27733 -2.36868 0.52488
H -1.75270 -0.69229 0.73247
H -0.17312 -2.51122 -0.96018
H -1.44154 -1.68464 -1.59094
H -0.13514 -0.81813 -0.89608
C 0.32939 1.76721 -0.60779
O 0.84163 0.40811 -0.50187
C 1.34813 2.76788 -0.11735
H 0.10112 1.91592 -1.65860
H -0.59537 1.83277 -0.03493
H 1.55160 0.40292 0.15232
H 2.30611 2.56977 -0.59696
H 1.06272 3.77021 -0.42084
H 1.45783 2.73782 0.96154



Record 4
An isolated molecule of C8H11FN2O in a non-equilibrium geometry, computed with ωB97M-V/def2-TZVPD.

Output
**LUMO energy**: 0.0047 Ha
**Charge**: 0
**Structure (SMILES)**: CC(=O)N[C@@]1(F)CC(C)=CC=N1
**Energy**: -16218.407 eV
**Orbital gap**: 9.3 eV
**E_HOMO**: -9.20 eV

CARTESIAN COORDINATES (ANGSTROEM)
C 1.52862 1.47786 1.54816
C 2.32606 0.80887 0.63864
C 0.18721 1.17261 1.66813
C -0.89465 -1.80631 -1.51626
C -0.43599 0.24161 0.65794
C 0.49849 0.19933 -0.64154
C -0.70138 1.71052 2.70001
C -1.12940 -2.42508 -2.83179
N 1.89014 0.17097 -0.39241
N 0.15598 -0.86541 -1.50965
O -1.53551 -2.16054 -0.55790
F 0.28111 1.41524 -1.33648
H 1.92167 2.15680 2.44485
H 3.34805 0.80629 0.78568
H -0.41207 -0.76985 0.96148
H -1.32276 0.64303 0.26149
H -1.28685 1.01990 3.32946
H -1.37008 2.53237 2.26707
H -0.10802 2.14514 3.55212
H -1.90527 -1.97533 -3.47717
H -0.23476 -2.21583 -3.54564
H -1.52284 -3.47864 -2.66966
H 0.72225 -0.80355 -2.33653



Record 5
An isolated molecule of C3H2FIN2 in a non-equilibrium geometry, computed with ωB97M-V/def2-TZVPD.

Output
**LUMO energy**: 0.0089 Ha
**Charge**: 0
**Structure (SMILES)**: Fc1nc[nH]c1I
**Energy**: -16941.029 eV
**Orbital gap**: 8.9 eV
**E_HOMO**: -8.67 eV

CARTESIAN COORDINATES (ANGSTROEM)
C -0.80163 0.17769 -1.01947
C -0.23412 0.75599 0.90902
C 0.61371 -0.29559 0.55373
N -1.07190 0.99735 -0.06889
N 0.21440 -0.65539 -0.66275
F -0.09336 1.56051 1.96871
I 2.03037 -1.33134 1.71310
H -1.30467 0.00068 -2.00433
H 0.64720 -1.20990 -1.38911



Record 6
A structure of composition C26H26BGdN3O6PS in a non-equilibrium geometry, computed with ωB97M-V/def2-TZVPD.

Output
**LUMO energy (alpha / beta)**: -0.0624 / -0.0096 Ha
**Charge**: 0
**2S+1**: 8
**Energy**: -85773.879 eV
**Orbital gap (alpha / beta)**: 6.8 / 8.2 eV
**E_HOMO (alpha / beta)**: -8.47 / -8.47 eV

CARTESIAN COORDINATES (ANGSTROEM)
Gd 1.38586 0.14273 -0.58920
O 1.93432 2.87274 2.54418
N 1.39255 1.65461 2.31059
C 2.04082 0.59600 2.57448
C 1.33180 -0.66914 2.37569
C 2.00125 -1.88237 2.52408
C 1.34262 -3.07688 2.31175
C 0.01872 -3.06741 1.89836
C -0.66888 -1.87343 1.76751
C -0.05429 -0.64742 2.03944
P -1.01734 0.92438 2.34478
C -0.91962 1.75573 0.68921
C -1.26003 1.07446 -0.48191
C -1.19464 1.72548 -1.71567
C -0.77121 3.04359 -1.78131
C -0.47141 3.73494 -0.61569
C -0.55532 3.09893 0.61078
C -2.75912 0.29883 2.28234
C -3.15942 -0.62540 3.25333
C -4.48686 -0.99965 3.37927
C -5.45050 -0.42163 2.56370
C -5.07673 0.53301 1.63246
C -3.74290 0.89272 1.49258
H 2.91211 2.81433 2.54634
H 3.06583 0.60517 2.94502
H 3.05049 -1.87816 2.79135
H 1.87881 -4.00912 2.42100
H -0.47528 -4.00365 1.67118
H -1.71865 -1.89753 1.50770
H -1.72291 0.09488 -0.41217
H -1.53233 1.21815 -2.60903
H -0.70751 3.54684 -2.73775
H -0.15768 4.76947 -0.66079
H -0.32302 3.63606 1.52033
H -2.41227 -1.05327 3.91229
H -4.77022 -1.73474 4.12217
H -6.49010 -0.70614 2.66411
H -5.82941 1.00469 1.01266
H -3.46762 1.64034 0.75905
O 1.93851 0.57760 -2.89059
C 1.19788 0.21048 -4.03926
C 0.27422 -0.95224 -3.76015
C -0.05822 -1.86545 -4.75075
C -0.90779 -2.91197 -4.43965
C -1.39123 -3.01036 -3.14384
C -1.00540 -2.05584 -2.22254
N -0.19950 -1.03506 -2.51708
H 2.53396 -0.21376 -2.67927
H 1.86786 -0.04042 -4.86376
H 0.60939 1.08414 -4.32879
H 0.35906 -1.76452 -5.74413
H -1.17742 -3.64761 -5.18560
H -2.04765 -3.81446 -2.84227
H -1.34769 -2.11804 -1.19516
O 3.23332 -0.64388 0.13306
S 2.88366 -1.89360 -0.64092
O 3.52321 -3.08077 -0.18192
O 3.10154 -1.55243 -2.06714
O 1.37787 -1.94190 -0.48495
B 4.45336 3.10310 0.73029
C 3.19356 2.57738 -0.00583
N 2.20476 2.20897 -0.49167
H 4.52857 2.47385 1.77513
H 4.28257 4.28018 0.93605
H 5.41170 2.89447 0.03654



Repeat the fourth record exactly.
An isolated molecule of C8H11FN2O in a non-equilibrium geometry, computed with ωB97M-V/def2-TZVPD.

Output
**LUMO energy**: 0.0047 Ha
**Charge**: 0
**Structure (SMILES)**: CC(=O)N[C@@]1(F)CC(C)=CC=N1
**Energy**: -16218.407 eV
**Orbital gap**: 9.3 eV
**E_HOMO**: -9.20 eV

CARTESIAN COORDINATES (ANGSTROEM)
C 1.52862 1.47786 1.54816
C 2.32606 0.80887 0.63864
C 0.18721 1.17261 1.66813
C -0.89465 -1.80631 -1.51626
C -0.43599 0.24161 0.65794
C 0.49849 0.19933 -0.64154
C -0.70138 1.71052 2.70001
C -1.12940 -2.42508 -2.83179
N 1.89014 0.17097 -0.39241
N 0.15598 -0.86541 -1.50965
O -1.53551 -2.16054 -0.55790
F 0.28111 1.41524 -1.33648
H 1.92167 2.15680 2.44485
H 3.34805 0.80629 0.78568
H -0.41207 -0.76985 0.96148
H -1.32276 0.64303 0.26149
H -1.28685 1.01990 3.32946
H -1.37008 2.53237 2.26707
H -0.10802 2.14514 3.55212
H -1.90527 -1.97533 -3.47717
H -0.23476 -2.21583 -3.54564
H -1.52284 -3.47864 -2.66966
H 0.72225 -0.80355 -2.33653



Which value of charge does entry 3 give?
+1



The highest charge belongs to which entry?
C4H12NO2



Please write out number 2 again, unchanged.
A cluster of 2 separate species, C4H7NO2 in total, computed with ωB97M-V/def2-TZVPD.

Output
**LUMO energy**: -0.0243 Ha
**Charge**: 0
**Energy**: -9841.797 eV
**Orbital gap**: 8.9 eV
**E_HOMO**: -9.56 eV

CARTESIAN COORDINATES (ANGSTROEM)
N -2.04506 1.07165 0.68064
C -1.94519 0.49518 -0.54235
O -2.77022 -0.22355 -1.06783
C 1.13303 0.78312 0.64185
C 1.61403 -0.54465 0.69550
C 1.33157 -1.08759 -0.69487
O 2.62845 -1.03773 -0.20562
H -2.80892 0.77603 1.27188
H -1.18015 1.37519 1.11472
H 1.72908 1.31686 -0.12247
H -0.99945 0.78302 -1.04717
H 1.38746 -1.22846 1.51227
H 1.10381 -0.42848 -1.53260
H 0.82156 -2.05060 -0.70394